Record 1
The following is a DFT calculation (the ωB97M-V functional and the def2-TZVPD basis) of C59H67As2BN9O12Ti as an isolated structure.

```
151
Properties=species:S:1:pos:R:3
Ti 0.835 -0.162 -0.593
O 1.072 -1.887 -0.269
C 0.631 -3.147 0.199
C -0.913 -3.145 0.124
C -1.344 -3.050 -1.312
C -1.847 -4.155 -1.992
C -2.061 -4.053 -3.354
C -1.782 -2.855 -3.990
C -1.336 -1.777 -3.231
C -1.172 -0.418 -3.860
C 0.153 0.334 -3.648
O 0.353 0.466 -2.250
C 1.440 -0.274 -4.234
C 2.559 0.307 -3.451
C 4.136 -1.148 -3.227
C 3.900 -1.982 -4.456
C 2.811 -2.041 -5.236
C 1.536 -1.346 -5.023
C 0.040 1.719 -4.301
C 0.382 2.867 -3.606
C 0.331 4.113 -4.219
C -0.058 4.222 -5.544
C -0.385 3.074 -6.255
C -0.329 1.834 -5.641
N -1.129 -1.884 -1.919
C 1.195 -4.276 -0.671
C 1.457 -5.522 -0.106
C 1.910 -6.577 -0.885
C 2.119 -6.403 -2.245
C 1.853 -5.169 -2.819
C 1.382 -4.123 -2.040
C 1.179 -3.243 1.617
C 0.387 -3.364 2.745
C 0.979 -3.408 4.006
C 2.352 -3.336 4.139
C 3.150 -3.195 3.007
C 2.565 -3.142 1.758
H -1.303 -4.059 0.574
H -1.283 -2.282 0.682
H -2.023 -5.081 -1.462
H -2.428 -4.901 -3.918
H -1.932 -2.741 -5.056
H -1.400 -0.488 -4.924
H -1.930 0.233 -3.413
H 2.212 1.224 -2.993
H 4.996 -1.505 -2.661
H 4.750 -2.583 -4.763
H 2.855 -2.714 -6.087
H 0.647 -1.789 -5.457
H 0.681 2.770 -2.574
H 0.594 4.999 -3.654
H -0.101 5.191 -6.024
H -0.680 3.144 -7.294
H -0.555 0.948 -6.220
H 1.315 -5.668 0.957
H 2.110 -7.535 -0.421
H 2.487 -7.221 -2.851
H 2.005 -5.011 -3.880
H 1.139 -3.188 -2.522
H -0.692 -3.391 2.686
H 0.341 -3.477 4.876
H 2.804 -3.366 5.123
H 4.225 -3.103 3.103
H 3.177 -2.996 0.875
B 3.924 1.625 0.165
N 3.838 0.797 -1.190
C 4.455 1.097 -2.290
C 4.104 0.363 -3.574
C 2.851 -0.835 -2.425
N 2.983 -0.241 -1.136
N 3.229 0.821 1.292
C 3.707 0.665 2.537
C 2.742 0.076 3.328
C 1.660 -0.106 2.469
N 1.959 0.341 1.253
H 5.080 1.776 0.463
H 3.360 2.675 -0.048
H 5.166 1.910 -2.243
H 4.625 0.735 -4.452
H 2.132 -1.639 -2.372
H 4.700 1.009 2.773
H 2.793 -0.173 4.372
H 0.685 -0.514 2.687
N 0.643 2.364 -0.053
C -0.795 2.624 0.177
C -1.284 3.781 -0.698
C -2.704 4.313 -0.477
C -3.127 4.463 0.985
N -3.872 3.279 1.392
C -4.456 3.142 2.588
N -5.329 2.111 2.738
N -4.238 4.018 3.545
C -1.527 1.304 -0.031
O -2.684 1.228 -0.404
O -0.813 0.247 0.279
H 1.111 2.296 0.844
H 1.079 3.144 -0.532
H -0.958 2.861 1.235
H -1.191 3.492 -1.746
H -0.578 4.604 -0.534
H -3.419 3.675 -0.997
H -2.763 5.290 -0.962
H -3.777 5.330 1.120
H -2.261 4.605 1.636
H -3.746 2.450 0.821
H -5.340 1.417 2.008
H -5.412 1.744 3.675
H -3.129 4.180 3.689
H -4.677 3.790 4.430
C 0.727 3.022 3.323
O -0.384 2.147 3.345
C -1.489 2.720 4.032
O -1.741 3.923 3.662
C -2.127 1.891 4.920
C -3.163 2.390 5.848
As -4.358 1.386 6.919
C -5.929 0.834 5.803
C -3.604 -0.440 6.861
C -2.526 -0.871 6.201
As -1.454 0.081 4.842
C -2.589 -0.584 3.355
C -2.128 -2.294 6.315
O -1.664 -2.960 5.416
O -2.321 -2.797 7.555
C -2.121 -4.200 7.701
C -4.464 -1.354 7.681
O -5.299 -2.073 7.191
O -4.382 -1.274 9.024
C -3.318 -0.532 9.623
C -3.002 3.692 6.392
O -2.051 4.458 6.376
O -4.202 4.139 7.007
C -4.036 5.263 7.844
H 1.578 2.445 2.960
H 0.946 3.399 4.327
H 0.552 3.890 2.677
H -6.403 1.756 5.458
H -6.647 0.283 6.408
H -5.637 0.196 4.967
H -3.642 -0.512 3.631
H -2.344 -1.622 3.129
H -2.392 0.036 2.481
H -2.032 -4.381 8.768
H -1.223 -4.520 7.176
H -2.982 -4.738 7.303
H -3.158 -0.978 10.602
H -3.605 0.515 9.726
H -2.404 -0.604 9.037
H -5.026 5.510 8.227
H -3.623 6.111 7.295
H -3.365 5.045 8.680
```

maximum force	0.0217	hartree/bohr
charge	-1
HOMO-LUMO gap	4.585	eV
DFT total energy	-245723.4093	eV


Record 2
The following is a DFT calculation (the ωB97M-V functional and the def2-TZVPD basis) of C59H67MnN5OTe as an isolated structure.

```
134
Properties=species:S:1:pos:R:3
Mn -1.091 0.706 -0.403
C -4.824 -4.100 -2.181
C -3.294 -4.207 -2.052
C -2.724 -3.170 -1.132
C -2.435 -3.279 0.180
C -2.505 -4.495 1.053
C -3.826 -4.599 1.834
C -1.995 -1.964 0.623
C -1.732 -1.607 1.919
C -1.521 -0.298 2.366
C -1.572 0.124 3.742
C -1.782 -0.795 4.909
C -3.257 -1.179 5.105
C -1.521 1.481 3.732
C -1.413 1.889 2.341
C -1.419 3.199 1.901
C -1.369 3.603 0.564
N -1.229 2.779 -0.458
C -1.060 3.566 -1.593
C -0.733 3.106 -2.795
C -0.419 1.667 -3.114
N -1.203 0.713 -2.352
C -1.809 -0.110 -3.174
C -2.451 -1.298 -2.808
C -2.412 -1.790 -1.521
N -1.984 -1.092 -0.448
C -1.578 0.313 -4.574
C -0.728 1.337 -4.556
C -0.180 2.099 -5.726
C 1.351 2.037 -5.881
C -2.243 -0.335 -5.750
C -3.670 0.195 -5.953
C -1.204 4.987 -1.220
C -1.393 5.009 0.103
C -1.535 6.200 1.000
C -0.199 6.603 1.642
C -1.187 6.139 -2.176
C -2.571 6.394 -2.790
N -1.382 0.785 1.549
C -1.640 2.428 4.890
C -3.074 2.953 5.091
H -5.217 -4.850 -2.874
H -5.113 -3.109 -2.546
H -5.304 -4.247 -1.209
H -2.844 -4.103 -3.042
H -3.027 -5.199 -1.684
H -1.665 -4.483 1.751
H -2.381 -5.385 0.433
H -3.962 -3.737 2.497
H -3.849 -5.507 2.444
H -4.681 -4.627 1.149
H -1.790 -2.387 2.672
H -1.413 -0.313 5.815
H -1.188 -1.702 4.772
H -3.873 -0.289 5.246
H -3.383 -1.823 5.980
H -3.641 -1.710 4.231
H -1.472 3.976 2.656
H -0.543 3.825 -3.586
H -2.891 -1.915 -3.582
H -0.483 3.147 -5.641
H -0.651 1.717 -6.631
H 1.860 2.436 -5.004
H 1.662 2.616 -6.757
H 1.682 1.004 -6.016
H -2.272 -1.417 -5.604
H -1.650 -0.158 -6.648
H -4.274 0.053 -5.050
H -4.166 -0.320 -6.781
H -3.652 1.266 -6.179
H -2.268 5.983 1.781
H -1.931 7.037 0.424
H 0.236 5.768 2.198
H -0.329 7.444 2.332
H 0.521 6.900 0.874
H -0.467 5.943 -2.971
H -0.846 7.034 -1.655
H -2.900 5.528 -3.373
H -2.557 7.268 -3.447
H -3.312 6.567 -2.005
H -0.967 3.274 4.738
H -1.308 1.923 5.796
H -3.471 3.367 4.159
H -3.106 3.737 5.857
H -3.742 2.146 5.405
C 4.768 -4.787 5.758
C 4.206 -3.845 4.721
C 2.931 -4.033 4.193
C 2.395 -3.172 3.238
C 1.001 -3.460 2.720
C 3.160 -2.070 2.790
Te 2.269 -0.622 1.477
N 0.871 0.810 -0.638
C 1.509 1.182 -1.638
O 0.986 1.462 -2.933
C 2.999 1.384 -1.724
C 3.653 2.071 -0.710
C 5.027 2.281 -0.778
C 5.757 1.794 -1.858
C 5.107 1.097 -2.871
C 3.731 0.901 -2.806
C 2.191 -1.967 -0.157
C 0.929 -2.298 -0.663
C 0.792 -3.120 -1.778
C 1.933 -3.619 -2.398
C 3.189 -3.287 -1.903
C 3.349 -2.457 -0.789
C 4.739 -2.105 -0.316
C 4.451 -1.873 3.311
C 5.366 -0.730 2.899
C 4.949 -2.769 4.261
H 3.989 -5.433 6.168
H 5.226 -4.237 6.584
H 5.541 -5.430 5.326
H 2.331 -4.874 4.543
H 0.579 -4.334 3.225
H 1.008 -3.655 1.645
H 0.340 -2.606 2.879
H 3.074 2.448 0.121
H 5.528 2.823 0.015
H 6.829 1.962 -1.913
H 5.671 0.708 -3.714
H 3.216 0.357 -3.594
H 0.047 -1.904 -0.175
H -0.198 -3.368 -2.150
H 1.847 -4.260 -3.271
H 4.077 -3.671 -2.399
H 5.490 -2.423 -1.044
H 4.960 -2.586 0.642
H 4.833 -1.024 -0.167
H 4.883 -0.040 2.214
H 6.264 -1.119 2.409
H 5.694 -0.167 3.779
H 5.955 -2.608 4.656
```

2S+1	6
maximum force	0.0159	hartree/bohr
HOMO-LUMO gap (alpha / beta)	5.708 / 5.384	eV
DFT total energy	-110384.2472	eV
ΔE to the lowest compared entry with this formula, charge and spin	0.0	kcal/mol


Look up the DFT total energy of the second one. -110384.2472 eV


What is the formula in the second record? C59H67MnN5OTe